(1)
Molecular formula: C17H19Cl3N3
Method: DFT, the ωB97M-V functional and the def2-TZVPD basis

```
42
Properties=species:S:1:pos:R:3
Cl -0.143 2.851 1.277
Cl -1.329 -0.661 4.966
C -1.365 0.351 3.492
C -2.694 1.007 3.256
Cl -3.997 -0.118 2.795
H -1.130 -0.350 2.691
H -0.529 1.045 3.505
H -2.552 1.754 2.472
H -2.982 1.576 4.139
N 1.021 2.485 -2.744
C 1.792 2.806 -3.775
C 3.104 2.343 -3.957
C 3.648 1.527 -2.974
C 2.863 1.238 -1.859
C 1.551 1.671 -1.821
H 1.365 3.456 -4.530
H 3.725 2.795 -4.719
H 4.679 1.203 -3.032
H 3.255 0.539 -1.131
H 0.945 1.467 -0.945
N -1.821 0.445 -1.729
C -2.260 -0.440 -2.626
C -2.571 -1.767 -2.357
C -2.493 -2.234 -1.055
C -2.199 -1.274 -0.073
C -1.877 0.019 -0.454
H -2.338 -0.048 -3.634
H -2.723 -2.503 -3.139
H -2.692 -3.270 -0.819
H -2.328 -1.597 0.951
H -1.689 0.741 0.336
N 1.349 -3.069 2.048
C 1.092 -2.755 0.775
C 0.988 -1.451 0.330
C 1.110 -0.436 1.273
C 1.470 -0.744 2.581
C 1.612 -2.092 2.902
H 1.031 -3.584 0.080
H 0.708 -1.199 -0.684
H 0.899 0.588 0.977
H 1.569 0.048 3.309
H 1.937 -2.362 3.901
```

E: -2204.11293 a.u.
gap between HOMO and LUMO: 7.788 eV
total charge: -1
LUMO level: 0.106 Eh

---

(2)
Molecular formula: C17H19N4ORuS4
Method: DFT, the ωB97M-V functional and the def2-TZVPD basis

```
46
Properties=species:S:1:pos:R:3
Ru -0.393 -0.258 -0.052
C -1.739 -2.515 3.417
C -2.118 -1.195 2.810
C -2.051 -0.022 3.536
C -2.376 1.206 2.956
C -2.775 1.265 1.641
C -2.862 0.087 0.883
C -2.534 -1.134 1.468
H -0.767 -2.841 3.044
H -2.459 -3.292 3.156
H -1.685 -2.449 4.504
H -1.738 -0.059 4.573
H -2.310 2.113 3.543
H -3.029 2.212 1.183
H -3.293 0.110 -0.108
H -2.687 -2.056 0.923
S 1.560 -0.175 -1.255
C 1.230 1.051 -2.459
C 2.055 1.190 -3.579
C 1.808 2.175 -4.514
C 0.726 3.040 -4.353
C -0.099 2.910 -3.255
C 0.141 1.918 -2.298
S -0.891 1.791 -0.894
H 2.886 0.507 -3.708
H 2.451 2.268 -5.380
H 0.527 3.805 -5.092
H -0.946 3.573 -3.122
C -1.865 -3.975 -3.076
O -1.150 -3.961 -1.833
C -0.908 -2.792 -1.276
S -1.430 -1.303 -1.908
S -0.021 -2.721 0.158
H -2.035 -5.022 -3.304
H -1.263 -3.507 -3.855
H -2.813 -3.448 -2.976
N 4.834 1.482 2.932
C 3.693 1.190 2.277
N 3.629 1.436 0.960
N 2.706 0.686 2.995
C 1.625 0.377 2.329
N 0.682 0.106 1.722
H 5.570 2.005 2.496
H 4.814 1.416 3.934
H 4.454 1.712 0.458
H 2.845 1.094 0.398
```

E: -2641.20087 a.u.
gap between HOMO and LUMO (spin up / spin down): 7.196 / 6.373 eV
multiplicity: 2
LUMO level (spin up / spin down): 0.012 / -0.031 Eh
expectation value of S²: 0.7605

---

(3)
Molecular formula: C17H19NO4
Method: DFT, the ωB97M-V functional and the def2-TZVPD basis

```
41
Properties=species:S:1:pos:R:3
C 3.641 3.120 1.330
C 2.753 2.779 0.149
H 3.346 2.493 -0.727
H 2.120 3.627 -0.135
O 1.916 1.681 0.514
C 1.006 1.306 -0.402
O 0.906 1.865 -1.469
C 0.165 0.177 0.000
C 0.075 -0.582 1.148
O -0.877 -1.531 1.027
C -1.433 -1.415 -0.204
C -2.444 -2.178 -0.755
C -2.850 -1.867 -2.040
C -2.257 -0.817 -2.751
C -1.240 -0.054 -2.191
C -0.827 -0.359 -0.904
H -0.793 0.751 -2.750
O -2.612 -0.458 -4.023
C -3.640 -1.175 -4.667
C -3.842 -0.614 -5.989
N -4.019 -0.190 -7.034
H -3.376 -2.239 -4.784
H -4.591 -1.098 -4.115
H -3.639 -2.456 -2.480
H -2.900 -2.986 -0.205
C 0.800 -0.565 2.470
C 0.600 0.796 3.149
H 1.108 0.802 4.110
H -0.458 0.984 3.315
H 1.005 1.591 2.534
C 2.292 -0.838 2.241
H 2.431 -1.810 1.773
H 2.814 -0.835 3.194
H 2.724 -0.076 1.602
C 0.231 -1.659 3.380
H 0.355 -2.641 2.931
H 0.754 -1.646 4.333
H -0.828 -1.499 3.564
H 3.037 3.405 2.188
H 4.293 3.948 1.067
H 4.250 2.262 1.604
```

E: -1014.90828 a.u.
gap between HOMO and LUMO: 9.310 eV
LUMO level: 0.023 Eh
SMILES: CCOC(=O)c1c(C(C)(C)C)oc2ccc(OCC#N)cc12

---

(4)
Molecular formula: C17H19NPPtS
Method: DFT, the ωB97M-V functional and the def2-TZVPD basis

```
40
Properties=species:S:1:pos:R:3
C -1.839 -2.803 -2.915
C -0.489 -3.281 -3.198
C 0.329 -2.148 -3.501
C -0.477 -0.965 -3.429
C -1.794 -1.328 -2.982
Pt -0.919 -2.239 -0.961
P -1.522 -3.202 0.867
H -2.746 -3.404 -2.850
H -0.211 -4.329 -3.246
H 1.366 -2.196 -3.794
H -2.669 -0.687 -2.930
H -0.183 0.037 -3.724
H -0.513 -3.282 1.862
H -1.996 -4.531 0.702
H -2.615 -2.499 1.448
N 0.409 -0.757 -0.786
S 1.131 -0.322 0.620
C 1.930 1.288 0.313
C 3.274 1.421 0.693
C 3.910 2.659 0.564
C 3.203 3.754 0.050
C 1.858 3.616 -0.314
C 1.218 2.374 -0.185
C -0.256 0.238 1.621
C -1.496 0.561 1.083
C -2.514 1.002 1.936
C -2.263 1.154 3.299
C -1.002 0.857 3.831
C 0.003 0.376 2.994
H 0.987 -0.423 -1.570
H 3.799 0.549 1.093
H 4.949 2.768 0.864
H 3.700 4.718 -0.064
H 1.299 4.471 -0.692
H 0.167 2.254 -0.458
H -1.664 0.464 0.009
H -3.502 1.219 1.518
H -3.059 1.504 3.961
H -0.794 0.995 4.892
H 0.993 0.118 3.376
```

E: -1572.27929 a.u.
gap between HOMO and LUMO (spin up / spin down): 4.923 / 5.404 eV
multiplicity: 5
total charge: +1
LUMO level (spin up / spin down): -0.088 / -0.232 Eh
expectation value of S²: 6.0355

---

(5)
Molecular formula: C17H20AuIN2O5Se
Method: DFT, the ωB97M-V functional and the def2-TZVPD basis

```
47
Properties=species:S:1:pos:R:3
Au -1.908 -0.943 -1.898
O -3.344 1.285 1.757
C -2.925 0.907 0.701
O -3.244 0.615 -0.437
C -0.980 0.565 0.879
O -0.492 1.271 1.711
O -0.684 -0.345 0.101
I -2.576 -2.225 -4.075
C 0.627 -3.210 0.916
N -0.617 -2.810 1.556
C -0.739 -2.254 2.809
C -2.038 -1.924 2.972
N -2.691 -2.285 1.814
C -4.113 -2.096 1.539
C -1.813 -2.818 0.943
Se -2.170 -3.313 -0.821
H 1.436 -3.102 1.634
H 0.813 -2.570 0.056
H 0.563 -4.241 0.582
H 0.102 -2.121 3.468
H -2.541 -1.446 3.795
H -4.547 -1.514 2.347
H -4.610 -3.059 1.460
H -4.239 -1.562 0.601
C 4.553 1.333 0.608
C 3.310 1.536 -0.214
C 2.498 2.645 -0.021
C 1.313 2.810 -0.720
C 0.466 4.027 -0.424
C 0.921 1.818 -1.640
C -0.398 1.940 -2.251
O -1.023 1.060 -2.824
C 1.762 0.711 -1.893
C 1.444 -0.341 -2.922
C 2.942 0.601 -1.178
H 4.774 2.210 1.216
H 5.416 1.118 -0.024
H 4.418 0.482 1.281
H 2.788 3.393 0.709
H 1.002 4.695 0.247
H -0.468 3.750 0.068
H 0.224 4.585 -1.330
H -0.873 2.929 -2.172
H 1.038 0.090 -3.836
H 0.688 -1.040 -2.553
H 2.340 -0.912 -3.163
H 3.596 -0.244 -1.374
```

E: -3980.33876 a.u.
gap between HOMO and LUMO (spin up / spin down): 7.381 / 6.386 eV
multiplicity: 3
LUMO level (spin up / spin down): -0.009 / -0.074 Eh
expectation value of S²: 2.0137

---

(6)
Molecular formula: C17H20BrCdN4O8P2
Method: DFT, the ωB97M-V functional and the def2-TZVPD basis

```
53
Properties=species:S:1:pos:R:3
Cd 0.071 -0.288 -0.104
O 2.100 -6.212 -1.721
C 1.484 -5.072 -1.285
C 0.616 -5.064 -0.203
C 0.029 -3.857 0.137
N 0.306 -2.708 -0.461
C 1.129 -2.738 -1.497
Br 1.316 -1.214 -2.599
C 1.722 -3.900 -1.976
H 1.844 -6.936 -1.141
H 0.390 -5.966 0.355
H -0.662 -3.808 0.971
H 2.362 -3.889 -2.845
N -2.931 2.850 -2.564
C -3.215 1.803 -1.492
C -4.722 1.768 -1.243
P -2.349 2.366 0.086
O -1.301 3.391 -0.667
O -3.362 3.115 0.862
O -1.516 1.298 0.705
P -2.568 0.249 -2.305
O -3.971 -0.470 -2.699
O -1.906 0.803 -3.538
O -1.848 -0.672 -1.382
H -2.260 3.537 -2.207
H -3.784 3.313 -2.860
H -2.480 2.266 -3.332
H -5.042 2.716 -0.812
H -4.951 0.990 -0.517
H -5.262 1.532 -2.161
H -0.516 3.541 -0.127
H -3.800 -1.382 -2.960
C 0.784 -1.311 4.363
C 1.930 -0.582 4.630
C 2.402 0.309 3.684
C 1.739 0.446 2.460
N 0.620 -0.250 2.233
C 0.158 -1.085 3.147
C 2.245 1.394 1.422
C 3.401 2.150 1.647
C 3.864 3.016 0.674
C 3.159 3.146 -0.510
C 1.995 2.403 -0.640
N 1.558 1.562 0.284
H 0.374 -2.019 5.070
H 2.459 -0.700 5.568
H 3.296 0.871 3.905
H -0.749 -1.621 2.886
H 3.962 2.056 2.563
H 4.773 3.581 0.846
H 3.485 3.802 -1.306
H 1.402 2.459 -1.549
O 2.222 -0.986 0.202
```

E: -4905.38454 a.u.
gap between HOMO and LUMO (spin up / spin down): 4.570 / 4.700 eV
total charge: -1
LUMO level (spin up / spin down): 0.096 / 0.096 Eh

---

(7)
Molecular formula: C17H20BrFN6O2
Method: DFT, the ωB97M-V functional and the def2-TZVPD basis

```
47
Properties=species:S:1:pos:R:3
O -1.501 0.406 -1.553
C -0.466 1.054 -1.719
N 0.221 1.502 -0.657
C -0.101 1.198 0.738
C 0.324 -0.230 1.125
C 1.853 -0.454 1.124
F 2.355 -0.169 2.325
C 2.268 -1.868 0.677
N 2.066 -2.042 -0.754
C 1.047 -2.673 -1.416
C 1.315 -2.475 -2.764
C 0.541 -2.961 -3.977
C 0.679 -4.469 -4.293
C 0.213 -5.083 -5.594
C 1.698 -4.930 -5.304
C -0.807 -2.310 -4.216
C 0.359 -1.965 -5.113
N 2.420 -1.756 -2.881
N 2.898 -1.461 -1.617
C 0.004 1.469 -3.111
N -0.907 1.256 -4.112
C -0.541 1.556 -5.372
N 0.666 2.046 -5.744
C 1.582 2.240 -4.775
O 2.813 2.718 -5.098
C 1.305 1.954 -3.424
Br 2.714 2.194 -2.140
H 1.061 2.028 -0.852
H 0.433 1.917 1.364
H -1.164 1.356 0.943
H -0.072 -0.471 2.112
H -0.176 -0.924 0.448
H 2.341 0.263 0.458
H 3.328 -2.026 0.881
H 1.721 -2.639 1.217
H 0.246 -3.181 -0.903
H 0.550 -5.074 -3.393
H -0.236 -6.077 -5.561
H -0.257 -4.456 -6.352
H 2.278 -4.171 -5.832
H 2.295 -5.813 -5.072
H -1.621 -2.921 -4.608
H -1.168 -1.567 -3.502
H 0.845 -0.993 -5.021
H 0.375 -2.316 -6.144
H -1.273 1.381 -6.148
H 2.838 2.796 -6.054
```

E: -3812.63219 a.u.
gap between HOMO and LUMO: 9.026 eV
LUMO level: -0.009 Eh
SMILES: O=C(NCC[C@@H](F)Cn1cc(C2(C3CC3)CC2)nn1)c1ncnc(O)c1Br

---

(8)
Molecular formula: C17H20Cl2F16O5S2
Method: DFT, the ωB97M-V functional and the def2-TZVPD basis

```
62
Properties=species:S:1:pos:R:3
C 2.467 -4.281 7.632
C 2.327 -3.952 6.146
C 2.723 -2.503 5.864
Cl 1.372 -1.448 6.417
C 3.085 -2.152 4.406
S 1.539 -2.441 3.425
C 4.209 -3.075 3.913
C 4.654 -2.821 2.464
O 4.230 -1.527 1.964
S 4.653 -0.341 2.931
O 4.309 0.877 2.279
O 5.983 -0.596 3.393
C 3.473 -0.637 4.282
Cl 4.226 0.094 5.708
H 3.511 -4.194 7.944
H 2.135 -5.298 7.835
H 1.884 -3.587 8.238
H 2.958 -4.635 5.577
H 1.297 -4.110 5.828
H 3.578 -2.244 6.489
H 2.129 -2.481 2.227
H 3.836 -4.095 3.959
H 5.072 -3.007 4.580
H 4.213 -3.539 1.776
H 5.736 -2.883 2.379
H 2.582 -0.073 4.020
C -0.734 -0.393 -0.625
C -1.695 0.380 -1.538
C -2.574 1.459 -0.895
F -3.428 0.911 -0.014
F -3.301 2.058 -1.869
F -2.462 -0.470 -2.245
F -0.897 1.061 -2.419
O -1.182 -1.666 -0.201
C -1.817 -1.846 0.993
C -3.173 -2.538 0.802
F -3.979 -1.767 0.048
F -3.747 -2.707 2.011
F -1.945 -0.704 1.682
F -1.057 -2.682 1.744
H 0.135 -0.598 -1.249
H -0.406 0.224 0.211
H -1.963 2.215 -0.396
H -3.035 -3.507 0.320
C -2.893 3.516 -7.791
C -4.153 4.372 -7.604
C -3.966 5.885 -7.449
F -3.279 6.167 -6.326
F -5.182 6.466 -7.358
F -4.899 3.898 -6.590
F -4.868 4.228 -8.762
O -2.405 2.869 -6.633
C -1.418 3.409 -5.861
C -1.864 3.527 -4.399
F -2.919 4.357 -4.305
F -0.846 4.047 -3.676
F -0.981 4.587 -6.338
F -0.363 2.558 -5.879
H -3.206 2.706 -8.448
H -2.112 4.078 -8.303
H -3.439 6.300 -8.312
H -2.129 2.547 -4.005
```

E: -4350.60303 a.u.
gap between HOMO and LUMO: 10.106 eV
LUMO level: 0.010 Eh
SMILES: CC[C@H](Cl)[C@]1(S)CCOS(=O)(=O)[C@@H]1Cl.FC(F)C(F)(F)COC(F)(F)C(F)F.FC(F)C(F)(F)COC(F)(F)C(F)F

---

(9)
Molecular formula: C17H20Cl3NO4PtS
Method: DFT, the ωB97M-V functional and the def2-TZVPD basis

```
47
Properties=species:S:1:pos:R:3
C -0.644 -1.835 0.446
C -0.356 -2.446 -0.851
C -1.333 -1.928 -1.801
C 0.442 -3.665 -1.091
C -2.256 -1.138 -1.126
C -1.927 -1.093 0.288
C -2.655 -0.534 1.296
C -0.258 -2.365 1.767
C -1.322 -2.241 -3.244
C -3.416 -0.462 -1.737
Pt 0.956 -0.600 -0.575
Cl 1.795 -0.886 -2.645
Cl 2.630 -1.809 0.475
Cl -0.304 1.230 -1.238
H 1.092 -3.856 -0.239
H 1.091 -3.502 -1.955
H -0.206 -4.526 -1.301
H -0.290 -2.176 -3.620
H -1.925 -1.518 -3.811
H -1.707 -3.251 -3.457
H -3.115 0.164 -2.584
H -3.912 0.165 -0.998
H -4.141 -1.195 -2.107
H -3.568 0.008 1.070
H -1.734 1.411 2.961
H -2.321 -0.659 2.322
H 0.791 -2.671 1.762
H -0.891 -3.213 2.054
H -0.378 -1.576 2.515
O -1.005 2.000 3.219
H -0.383 2.057 2.445
O 0.374 4.972 3.011
S 0.517 4.498 1.662
O -0.447 4.912 0.675
N 0.869 2.902 1.551
C 2.037 2.555 0.948
O 2.400 1.416 0.600
C 2.864 3.801 0.777
C 4.193 3.935 0.357
C 4.787 5.197 0.350
C 4.050 6.335 0.730
C 2.707 6.208 1.114
C 2.154 4.927 1.120
H 4.731 3.035 0.052
H 5.832 5.317 0.050
H 4.520 7.317 0.736
H 2.094 7.057 1.407
```

E: -2913.57797 a.u.
gap between HOMO and LUMO (spin up / spin down): 4.718 / 5.771 eV
multiplicity: 5
total charge: -2
LUMO level (spin up / spin down): 0.170 / 0.126 Eh
expectation value of S²: 6.0323

---

(10)
Molecular formula: C17H20Cl5N8O7S4Ta
Method: DFT, the ωB97M-V functional and the def2-TZVPD basis

```
62
Properties=species:S:1:pos:R:3
Ta 0.188 -0.332 0.166
Cl 0.825 5.718 -3.982
C 0.381 4.404 -2.994
C 1.365 3.524 -2.535
Cl 3.002 3.785 -2.916
C 0.996 2.451 -1.738
Cl 2.090 1.269 -1.108
C -0.341 2.242 -1.364
O -0.646 1.224 -0.595
C -1.312 3.146 -1.824
Cl -2.920 2.873 -1.350
C -0.957 4.214 -2.641
Cl -2.149 5.298 -3.192
N 1.860 -1.910 -1.888
N 1.055 -2.603 -2.825
C -0.128 -2.059 -3.163
N -0.946 -2.810 -3.916
S -0.462 -0.450 -2.830
H 2.777 -1.762 -2.307
H 1.964 -2.487 -1.045
H 1.012 -3.622 -2.711
H -0.915 -3.812 -3.767
H -1.847 -2.414 -4.134
N 1.657 -0.526 4.874
N 0.300 -0.408 4.403
H 2.080 -1.390 4.526
H 2.183 0.240 4.460
H -0.278 -0.875 5.095
H 0.176 -0.906 3.521
N -0.701 -7.788 3.795
C -0.761 -6.907 2.753
C 0.324 -6.748 1.880
C 0.220 -5.930 0.775
C -0.968 -5.268 0.520
C -2.055 -5.420 1.364
C -1.949 -6.217 2.484
S -1.145 -4.334 -0.968
O -2.494 -4.515 -1.464
O -0.123 -4.758 -1.904
N -0.968 -2.724 -0.690
C -2.009 -2.090 -0.213
S -3.623 -2.690 -0.018
C -4.090 -1.152 0.667
C -3.054 -0.300 0.656
N -1.887 -0.818 0.155
H 0.192 -8.145 4.087
H -1.428 -7.754 4.487
H 1.241 -7.286 2.072
H 1.046 -5.809 0.096
H -2.991 -4.948 1.117
H -2.793 -6.329 3.147
H -5.091 -0.987 1.005
H -3.034 0.728 0.973
O 1.372 -3.300 0.497
S 1.356 -2.193 1.414
O -0.042 -1.711 1.630
O 1.891 -0.986 0.653
O 2.042 -2.383 2.647
C 0.491 1.270 1.820
H -0.398 1.368 2.436
H 0.743 2.256 1.429
H 1.302 0.938 2.460
```

E: -5575.32622 a.u.
gap between HOMO and LUMO: 7.303 eV
LUMO level: -0.037 Eh